1.
Formula: C5H4N2O
Source: the Open Molecules 2025 dataset
Level of theory: the ωB97M-V functional and the def2-TZVPD basis

Results
E: -10272.904 eV
LUMO: -0.005 Ha
SMILES string: C1=CC2=NN=C[C@@H]2O1
Energy above the lowest of the compared OMol25 structures with the same formula, charge and spin: 88.96 kcal per mole
Orbital gap: 8.99 eV
Highest occupied orbital energy: -0.335 Eh

Element x y z (Å)
C: -1.9865 -0.0254 -0.2758
C: 0.0903 0.6372 0.4352
H: -2.9427 -0.3782 -0.6616
C: 0.0193 -0.8183 0.4468
N: 1.1141 1.3065 -0.1280
O: -1.1899 -1.1201 -0.1621
H: 0.0775 -1.4201 1.4010
H: -1.6146 2.2607 0.2222
C: -1.3582 1.1273 0.0621
N: 2.0955 0.1542 -0.2380
H: 2.0808 -1.8616 -0.2900
C: 1.4767 -0.8982 -0.1372

Atom charges from the natural (NBO) analysis, given in e for atoms 1 to 4: C 0.1364; C 0.1980; H 0.2221; C -0.0611

***

2.
Formula: C5H4N2O
Source: the Open Molecules 2025 dataset
Level of theory: the ωB97M-V functional and the def2-TZVPD basis

Results
E: -10273.453 eV
LUMO: 0.016 Ha
Energy above the lowest of the compared OMol25 structures with the same formula, charge and spin: 76.32 kcal per mole
Orbital gap: 9.76 eV
Highest occupied orbital energy: -0.343 Eh

Element x y z (Å)
C: 0.6575 -0.5747 -0.1240
C: -0.7356 1.3749 0.5155
N: 0.1325 1.5969 1.4841
C: -0.7998 -0.7777 -1.3499
C: 1.4275 -0.3281 0.9785
H: -0.8277 -0.5839 -2.5130
H: -1.7319 -1.3331 -0.9872
H: 2.3714 -0.9419 1.3662
C: -0.3860 0.3256 -0.3793
O: 0.2496 -1.5420 -0.9653
H: -1.5140 2.0324 0.2636
N: 1.1565 0.7517 1.7109

Atom charges from the natural (NBO) analysis, given in e for atoms 1 to 4: C 0.2571; C 0.0129; N -0.2218; C -0.0737

***

3.
Formula: C5H4N2O
Source: the Open Molecules 2025 dataset
Level of theory: the ωB97M-V functional and the def2-TZVPD basis

Results
E: -10275.698 eV
LUMO: -0.019 Ha
SMILES string: O=c1cccncn1
Energy above the lowest of the compared OMol25 structures with the same formula, charge and spin: 24.55 kcal per mole
Orbital gap: 9.44 eV
Highest occupied orbital energy: -0.366 Eh

Element x y z (Å)
H: 0.6787 -1.9355 1.3877
H: 0.3192 2.0914 1.8327
C: 0.3878 1.2977 1.0793
N: 0.7278 0.0504 1.5639
C: 0.2718 0.8127 -1.2228
C: -0.7369 -0.3313 -1.1483
H: -1.4062 -0.4530 -2.0137
N: 0.3426 1.6772 -0.1616
O: 0.9811 0.9844 -2.2000
C: -0.6780 -1.1357 -0.1050
H: -1.2680 -2.0599 0.0341
C: 0.3799 -0.9984 0.9536

Atom charges from the natural (NBO) analysis, given in e for atoms 1 to 4: H 0.1883; H 0.1906; C 0.2977; N -0.4436

***

4.
Formula: C5H4N2S
Source: the Open Molecules 2025 dataset
Level of theory: the ωB97M-V functional and the def2-TZVPD basis

Results
E: -19059.618 eV
LUMO: 0.016 Ha
Energy above the lowest of the compared OMol25 structures with the same formula, charge and spin: 117.87 kcal per mole
Orbital gap: 9.58 eV
Highest occupied orbital energy: -0.337 Eh

Element x y z (Å)
C: 0.7232 -1.0184 0.3610
H: 2.9340 -1.3386 0.8476
C: -2.0425 0.1312 -0.5206
C: 0.8942 1.2632 -0.2927
H: 0.2668 -1.8660 0.6077
N: -2.9651 0.8491 0.2895
S: 2.5373 0.8255 0.0114
H: -2.1786 -0.1294 -1.6042
H: 0.5073 2.2573 -0.6010
C: 0.1249 0.1712 -0.0841
C: 2.0918 -0.7986 0.4818
N: -2.8933 -0.3466 0.5038

Atom charges from the natural (NBO) analysis, given in e for atoms 1 to 4: C -0.3160; H 0.2343; C -0.0120; C -0.5016

***

5.
Formula: C5H4N2S
Source: the Open Molecules 2025 dataset
Level of theory: the ωB97M-V functional and the def2-TZVPD basis

Results
E: -19064.729 eV
LUMO: 0.021 Ha
SMILES string: N#Cc1c[nH]cc1S
Energy above the lowest of the compared OMol25 structures with the same formula, charge and spin: 0.00 kcal per mole
Orbital gap: 9.06 eV
Highest occupied orbital energy: -0.312 Eh

Element x y z (Å)
H: -2.7534 0.1600 -0.0043
C: 0.2864 -0.8510 -0.0047
C: -1.0616 -1.1246 -0.0090
C: 0.4164 0.5831 -0.0019
H: -1.5599 -2.0304 0.0023
C: -0.8598 1.1119 -0.0051
S: 1.5726 -2.0416 -0.0047
N: -1.7365 0.0857 -0.0051
N: 2.6601 1.8477 -0.0049
H: 2.5874 -1.1929 0.0242
C: 1.6308 1.2980 -0.0109
H: -1.1825 2.1542 0.0239

Atom charges from the natural (NBO) analysis, given in e for atoms 1 to 4: H 0.4249; C -0.1828; C -0.0974; C -0.2869

***

6.
Formula: C5H4N3O2
Source: the Open Molecules 2025 dataset
Level of theory: the ωB97M-V functional and the def2-TZVPD basis

Results
E: -13815.134 eV
Net charge: -1
LUMO: 0.138 Ha
SMILES string: C[C@H](C(=O)[O-])N(C#N)C#N
Energy above the lowest of the compared OMol25 structures with the same formula, charge and spin: 0.00 kcal per mole
Orbital gap: 8.84 eV
Highest occupied orbital energy: -0.187 Eh

Element x y z (Å)
N: 1.8984 0.8814 -0.5877
O: -0.1335 -1.7723 -2.0693
H: -1.4269 0.5510 -1.4762
O: 1.9858 -1.4860 -1.3346
N: 4.2086 0.2225 -1.1523
C: 1.9660 1.6069 0.4955
H: -0.6674 1.9703 -0.3973
C: 3.0995 0.4036 -0.8949
C: -0.6805 0.8699 -0.7535
H: -0.9643 0.0749 -0.0290
C: 0.8676 -1.1692 -1.6287
N: 2.0541 2.1894 1.5003
H: 0.8049 0.9727 -2.3764
C: 0.6380 0.4643 -1.3711

Atom charges from the natural (NBO) analysis, given in e for atoms 1 to 4: N -0.5262; O -0.7625; H 0.2542; O -0.6967